1.
{"formula": "C48H120F6N8O16PSr", "method": "wB97M-V/def2-TZVPD", "largest_force_ev_per_a": 5.06, "total_charge": 1, "symbols": ["Sr", "P", "F", "F", "F", "F", "F", "F", "C", "O", "C", "C", "N", "C", "C", "O", "C", "H", "H", "H", "H", "H", "H", "H", "H", "H", "H", "H", "H", "H", "H", "H", "C", "O", "C", "C", "N", "C", "C", "O", "C", "H", "H", "H", "H", "H", "H", "H", "H", "H", "H", "H", "H", "H", "H", "H", "C", "O", "C", "C", "N", "C", "C", "O", "C", "H", "H", "H", "H", "H", "H", "H", "H", "H", "H", "H", "H", "H", "H", "H", "C", "O", "C", "C", "N", "C", "C", "O", "C", "H", "H", "H", "H", "H", "H", "H", "H", "H", "H", "H", "H", "H", "H", "H", "C", "O", "C", "C", "N", "C", "C", "O", "C", "H", "H", "H", "H", "H", "H", "H", "H", "H", "H", "H", "H", "H", "H", "H", "C", "O", "C", "C", "N", "C", "C", "O", "C", "H", "H", "H", "H", "H", "H", "H", "H", "H", "H", "H", "H", "H", "H", "H", "C", "O", "C", "C", "N", "C", "C", "O", "C", "H", "H", "H", "H", "H", "H", "H", "H", "H", "H", "H", "H", "H", "H", "H", "C", "O", "C", "C", "N", "C", "C", "O", "C", "H", "H", "H", "H", "H", "H", "H", "H", "H", "H", "H", "H", "H", "H", "H"], "positions_angstrom": [[-22.37243, 13.74277, 2.00523], [-16.84654, 15.30027, -0.41490], [-17.02431, 16.83371, 0.12420], [-16.08137, 15.88111, -1.73838], [-15.40129, 15.33207, 0.29334], [-16.46320, 13.76278, -0.92702], [-17.84456, 14.74228, 0.81336], [-18.28967, 15.37040, -1.19521], [-17.16285, 13.77681, 5.96776], [-18.34849, 14.57861, 6.25556], [-19.46764, 13.88491, 6.74637], [-20.60857, 14.97813, 6.66187], [-20.65132, 15.55623, 5.24315], [-21.37344, 16.80785, 5.39514], [-21.11210, 17.65992, 4.07379], [-21.65597, 17.00910, 3.04384], [-21.72859, 17.74089, 1.83754], [-16.52362, 14.57479, 5.59000], [-17.28309, 12.91344, 5.31335], [-16.68035, 13.47612, 6.89775], [-19.34838, 13.32173, 7.67195], [-19.61036, 13.18761, 5.92084], [-20.32718, 15.71812, 7.41110], [-21.53672, 14.50542, 6.98309], [-19.65176, 15.69669, 5.20765], [-20.96842, 17.48422, 6.14787], [-22.43804, 16.65177, 5.56944], [-20.06421, 17.66529, 3.77378], [-21.47789, 18.68227, 4.16922], [-20.68034, 17.94321, 1.61774], [-22.33249, 18.64655, 1.89396], [-22.16681, 17.04413, 1.12298], [-5.55138, 9.25578, 1.72630], [-5.08363, 9.98705, 0.57149], [-4.72795, 11.31818, 0.76304], [-5.75597, 12.20206, 1.35146], [-6.89251, 11.99477, 0.39143], [-8.19655, 12.50952, 0.77972], [-8.33503, 13.95578, 1.37128], [-7.96823, 14.94167, 0.44376], [-7.57573, 16.24083, 0.96507], [-5.19618, 8.23632, 1.57582], [-6.64062, 9.23306, 1.69242], [-5.27566, 9.54203, 2.74126], [-4.57409, 11.61570, -0.27422], [-3.84546, 11.41862, 1.39486], [-5.48412, 13.24906, 1.21734], [-6.09052, 12.04749, 2.37727], [-6.89376, 11.42144, -0.44008], [-8.48752, 11.75556, 1.51114], [-8.85635, 12.28870, -0.05934], [-7.68397, 13.98740, 2.24492], [-9.33020, 14.23088, 1.72065], [-8.31606, 16.77225, 1.56306], [-7.26736, 16.94972, 0.19663], [-6.64351, 16.07386, 1.50468], [-6.06077, 22.33093, 0.55926], [-6.80324, 22.76332, 1.63992], [-6.21452, 22.63984, 2.86889], [-7.29224, 23.14952, 3.97082], [-8.50819, 22.25627, 4.04866], [-9.47776, 22.66943, 5.05310], [-10.92084, 21.93592, 4.88793], [-10.69863, 20.51486, 4.78870], [-11.83356, 19.72558, 4.75358], [-5.77359, 21.28364, 0.65306], [-5.22294, 23.02062, 0.45685], [-6.71401, 22.25099, -0.30964], [-5.26486, 23.12472, 3.09502], [-6.01067, 21.57599, 2.99030], [-7.64091, 24.17838, 3.88152], [-6.78776, 23.11555, 4.93646], [-8.28543, 21.29258, 4.25300], [-9.68351, 23.73725, 4.97870], [-9.04929, 22.58990, 6.05221], [-11.43308, 22.38009, 4.03444], [-11.48240, 22.15823, 5.79532], [-12.68482, 20.14166, 4.21475], [-12.19709, 19.60192, 5.77370], [-11.50851, 18.77031, 4.34140], [-9.61553, 1.21037, 3.03169], [-10.70937, 1.75966, 2.28909], [-11.86791, 1.80133, 3.04923], [-13.00658, 2.27894, 2.18402], [-14.07840, 3.15346, 2.74447], [-13.65788, 4.42304, 3.24648], [-13.03889, 5.52457, 2.30108], [-13.92427, 5.77725, 1.21389], [-13.43089, 6.79375, 0.35895], [-9.68451, 0.12686, 3.12842], [-9.59193, 1.63888, 4.03364], [-8.70968, 1.33898, 2.43924], [-11.82294, 2.44330, 3.92898], [-12.11174, 0.78130, 3.34621], [-13.38808, 1.48300, 1.54445], [-12.57010, 3.02913, 1.52461], [-14.73548, 3.43749, 2.03195], [-12.98839, 4.37841, 4.10548], [-14.57954, 4.98458, 3.39920], [-12.06733, 5.22654, 1.90691], [-12.92095, 6.49939, 2.77428], [-14.22126, 6.90507, -0.38335], [-12.54397, 6.44608, -0.17075], [-13.32572, 7.74765, 0.87578], [-12.69638, 21.03644, -6.94114], [-12.70243, 21.16341, -5.53728], [-12.60726, 19.86240, -4.93611], [-12.08623, 20.08671, -3.52539], [-13.21019, 20.77840, -2.90251], [-12.94914, 21.34354, -1.56871], [-11.82696, 22.36980, -1.53628], [-12.11119, 23.32367, -2.56274], [-10.94460, 24.23283, -2.60740], [-11.79875, 20.65939, -7.43122], [-12.88922, 22.03374, -7.33652], [-13.56036, 20.49554, -7.32721], [-11.82566, 19.29810, -5.44482], [-13.50781, 19.26113, -5.06093], [-11.10042, 20.52393, -3.68383], [-11.89720, 19.15558, -2.99121], [-13.94581, 20.08646, -2.88965], [-12.83939, 20.44036, -0.96845], [-13.91100, 21.66394, -1.16835], [-10.78901, 22.04128, -1.58934], [-11.94393, 22.92303, -0.60442], [-10.80378, 24.76787, -1.66825], [-11.26102, 24.93215, -3.38132], [-9.94924, 23.91157, -2.91423], [-14.90596, 11.26741, -6.04199], [-13.80288, 10.49616, -6.15406], [-12.54201, 11.13525, -5.75696], [-11.35472, 10.25041, -6.24050], [-10.91501, 9.28284, -5.29095], [-9.96407, 8.22790, -5.85325], [-9.16910, 7.44869, -4.83337], [-10.01331, 6.37199, -4.24548], [-9.34523, 5.57160, -3.30050], [-15.18130, 11.64241, -5.05626], [-15.79474, 10.71482, -6.34667], [-14.81603, 12.24171, -6.52236], [-12.57338, 11.13303, -4.66742], [-12.43046, 12.11595, -6.21943], [-10.49909, 10.82083, -6.60191], [-11.79262, 9.76548, -7.11296], [-11.68279, 8.64104, -5.15415], [-9.23339, 8.66070, -6.53655], [-10.44414, 7.41217, -6.39383], [-8.55012, 8.10140, -4.21781], [-8.45924, 6.82963, -5.38200], [-9.96961, 4.78353, -2.87957], [-9.15880, 6.21163, -2.43810], [-8.41328, 5.31038, -3.80185], [-20.93585, 10.22556, 1.08144], [-21.73903, 11.02464, 0.25887], [-21.86817, 10.63318, -1.13187], [-22.30707, 11.77516, -2.13261], [-23.24060, 12.79558, -1.47406], [-24.67244, 12.50236, -1.66514], [-25.68044, 13.43827, -0.93183], [-25.16707, 14.04030, 0.30935], [-26.27774, 14.73689, 0.96041], [-21.06544, 10.57427, 2.10599], [-19.85102, 10.21590, 0.97577], [-21.18784, 9.16513, 1.08956], [-22.61554, 9.84150, -1.18440], [-20.90964, 10.16522, -1.35622], [-22.68586, 11.36903, -3.07052], [-21.41965, 12.30472, -2.47923], [-22.97480, 13.50275, -2.14440], [-24.81671, 11.48292, -1.30733], [-25.02901, 12.42326, -2.69211], [-26.52808, 12.79643, -0.69172], [-25.86467, 14.21954, -1.66923], [-26.79038, 15.54517, 0.43891], [-25.63327, 15.34284, 1.59728], [-26.95895, 14.13659, 1.56348], [-11.39144, 24.58929, -7.07030], [-12.67384, 24.89799, -6.40535], [-13.15073, 26.26673, -6.80977], [-14.59450, 26.65201, -6.30213], [-15.35035, 25.41344, -5.99409], [-16.00854, 24.90135, -7.25037], [-16.87208, 23.60212, -6.94059], [-16.20948, 22.79352, -5.90956], [-17.11287, 21.73886, -5.44424], [-10.63359, 25.34721, -6.87199], [-11.48169, 24.53822, -8.15536], [-11.04977, 23.59767, -6.77357], [-13.26280, 26.30940, -7.89315], [-12.39659, 27.05282, -6.77194], [-15.25506, 27.37428, -6.78180], [-14.44235, 27.22256, -5.38593], [-16.15872, 25.77163, -5.50589], [-15.08342, 24.75239, -7.80721], [-16.66561, 25.61669, -7.74498], [-16.77868, 23.00823, -7.84980], [-17.88426, 23.92026, -6.69087], [-16.88085, 21.66705, -4.38165], [-17.02437, 20.83322, -6.04431], [-18.16041, 22.02562, -5.53658]], "forces_ev_per_angstrom": [[0.3, 0.2, -1.1], [1.0, 0.8, -1.6], [-0.8, -0.5, 0.1], [-0.9, -0.2, -0.1], [-0.7, -0.8, 1.4], [-1.5, 1.0, 0.7], [1.7, -0.3, 0.5], [0.5, -0.1, -0.7], [-0.1, 1.9, 1.0], [1.3, -0.5, 0.5], [-0.8, 0.9, -2.3], [0.9, -2.0, 0.0], [-0.7, -1.4, 3.1], [1.4, 2.1, -2.5], [0.9, -0.1, 2.6], [-3.6, -2.5, -2.5], [0.8, -0.5, 0.2], [0.3, -0.6, -0.6], [-0.4, 0.3, -0.2], [-0.2, -0.3, 0.2], [0.0, 0.5, 0.3], [-0.9, -0.9, 0.2], [-0.2, 0.4, -0.2], [-0.3, 0.2, -0.2], [0.4, 0.6, -1.0], [0.0, -0.3, 0.6], [0.0, 0.0, -0.1], [0.8, 0.6, 1.1], [-0.2, 0.1, 0.1], [-0.1, 0.5, -0.8], [0.0, 0.0, 0.2], [0.1, 0.3, -0.4], [-0.4, -0.5, -1.1], [-0.2, -1.2, 1.5], [1.3, 0.0, 0.3], [-2.8, -0.1, -3.0], [-0.4, 2.0, 1.0], [-0.1, -0.8, -0.1], [0.6, -0.4, -0.2], [0.4, 1.5, -0.9], [0.6, -1.2, 0.0], [0.0, 0.0, 0.1], [-0.1, 0.0, 0.1], [0.5, 0.7, -0.2], [0.5, 0.6, 0.2], [0.6, -0.2, -0.3], [0.5, 0.1, 0.4], [0.2, -0.4, 0.2], [0.7, 0.1, 0.6], [-0.9, 0.6, 0.9], [-0.2, 0.6, -0.1], [0.3, 0.1, 0.3], [-0.4, -0.7, 0.1], [-0.3, -0.4, 0.2], [-0.4, -0.5, -0.7], [-0.1, 0.1, 0.7], [0.0, -0.5, -0.4], [-1.1, 1.1, -0.5], [-2.1, -0.1, 2.3], [0.1, -2.3, -0.1], [0.2, 1.0, -0.6], [-1.2, -0.4, -0.5], [2.6, 0.0, 0.8], [0.8, 2.0, -0.5], [-0.4, -0.3, 0.6], [0.7, -0.2, 0.5], [0.3, -0.3, -0.7], [0.0, 0.8, -0.1], [0.2, 0.7, -0.6], [0.0, -0.4, 0.7], [0.1, -0.1, -0.7], [0.4, 0.0, 0.3], [0.4, 0.0, -0.2], [-0.1, 0.2, -0.4], [-0.3, -0.5, 0.5], [0.0, -0.4, -0.3], [-0.2, 0.0, 0.1], [0.2, 0.1, -0.6], [-0.2, -0.4, 0.3], [-0.4, 0.0, 0.0], [-0.4, -0.2, -0.7], [1.1, 0.2, 0.0], [-1.6, -0.6, 0.5], [-0.1, 2.4, -1.7], [0.0, -1.1, 0.7], [0.2, 2.5, -0.6], [0.2, -0.9, -0.9], [0.1, -0.4, 0.3], [-1.1, -0.7, -0.4], [-0.5, -0.2, 0.1], [0.4, 0.2, 0.0], [0.0, 0.6, 0.3], [0.5, 0.0, 0.3], [0.0, -0.2, 0.6], [-0.3, 0.1, 0.3], [0.9, -0.6, -0.8], [-0.1, -0.8, -0.5], [-0.4, -0.1, 0.3], [-0.3, -0.4, 1.2], [0.3, 0.0, -0.1], [0.2, -0.2, 0.9], [0.1, 0.2, -0.1], [0.3, 0.3, 0.2], [0.4, 0.0, 0.1], [-1.1, 1.3, -0.4], [0.3, -1.4, -0.5], [1.6, 0.3, -0.4], [-1.6, -0.7, -0.6], [1.1, 1.5, 0.1], [-0.7, -2.2, -0.6], [-1.7, 0.7, 0.1], [3.1, 0.4, 0.3], [-2.1, 0.7, -0.8], [0.4, -0.3, 0.5], [0.3, 0.2, 0.1], [-0.1, -0.6, 0.2], [0.2, -0.2, -0.4], [-0.5, 0.3, 0.4], [-0.4, 1.0, 0.6], [0.2, -0.6, -0.1], [-0.2, 0.2, 0.4], [1.2, 0.1, 1.0], [0.1, 1.0, -0.3], [-0.1, -0.6, -0.2], [0.3, -0.1, 0.5], [-0.3, 0.0, 0.3], [0.1, 0.3, 0.1], [-0.2, -1.2, 0.0], [-1.7, 1.7, 0.6], [2.6, -0.8, -0.2], [-0.1, -1.4, -0.1], [-1.2, 0.4, -1.1], [1.1, -2.7, 0.4], [0.0, 0.6, 0.4], [-0.3, -1.8, -0.2], [-0.7, 1.9, -0.3], [0.3, 1.6, 0.1], [0.4, -0.5, 1.0], [0.2, 0.0, -0.5], [0.0, 0.0, -1.0], [0.3, 0.6, 0.1], [-0.4, 0.2, 0.2], [-0.1, 0.3, 0.2], [0.1, -0.1, -0.6], [-0.7, 0.4, 0.8], [-0.1, 0.3, 0.0], [-0.7, 0.3, -0.5], [-0.6, -0.2, 1.0], [0.5, 0.3, -0.4], [0.0, -0.3, -0.9], [0.6, 0.0, 0.3], [0.3, -0.9, 0.6], [0.5, -1.0, 0.9], [-0.5, 1.7, -0.3], [-0.3, -0.3, -0.1], [0.6, -0.4, 2.0], [1.0, -0.4, -1.5], [-0.1, -0.9, 1.2], [1.9, -0.5, -0.3], [-1.7, -0.7, -1.2], [2.3, 1.1, 1.2], [-0.3, 0.1, 0.2], [0.1, 0.6, -0.9], [-0.5, -0.1, -0.2], [-0.1, -0.1, 0.2], [0.0, 0.3, -0.7], [-0.5, -0.4, 0.3], [0.1, 0.3, 0.5], [-0.5, 1.2, 0.4], [0.0, -0.1, 0.3], [0.3, 0.4, -0.4], [-0.3, 0.5, -0.1], [-0.6, 0.3, 0.5], [-0.1, -0.7, -1.0], [-0.6, 0.2, 1.0], [0.1, -0.4, -0.4], [-1.3, 0.4, 0.3], [0.6, 2.1, -1.1], [-0.7, -1.0, -1.9], [1.2, -1.0, 2.2], [-1.7, 1.1, -0.8], [1.2, -1.1, 1.8], [3.1, 0.3, 0.0], [-2.3, 0.3, -0.6], [0.7, 1.5, -0.3], [0.0, 0.0, 0.3], [-0.4, 0.2, -0.2], [-0.2, 0.2, 0.5], [0.0, -0.9, -0.6], [0.2, 0.0, 1.4], [0.7, 0.0, -1.6], [0.0, -0.5, 0.7], [-0.1, -0.1, 1.0], [-0.6, -0.8, -0.9], [0.0, 0.3, -0.1], [-0.9, 0.0, -0.3], [-0.1, -0.4, 0.2], [0.0, -0.7, -0.2], [0.4, -0.2, 0.3], [-0.1, 0.3, 0.0]]}

=====

2.
{"formula": "C5H8INO2", "method": "wB97M-V/def2-TZVPD", "smiles": "C=C=NCI.CC(=O)O", "largest_force_ev_per_a": 5.02, "symbols": ["C", "C", "N", "C", "I", "H", "H", "H", "H", "C", "C", "O", "O", "H", "H", "H", "H"], "positions_angstrom": [[1.49888, -1.89186, 0.93675], [2.46505, -1.08164, 1.13248], [3.29529, -0.26316, 1.31519], [3.70115, 0.75725, 0.43442], [2.29570, 1.21075, -1.24524], [0.54541, -1.66761, 1.45476], [1.61516, -2.93649, 0.59333], [3.61053, 1.64161, 1.05308], [4.70095, 0.39027, 0.13887], [-2.84868, 1.09613, -1.17748], [-1.74148, 0.00042, -0.92361], [-0.62474, 0.27330, -0.63184], [-2.31790, -1.19777, -1.28476], [-2.46888, 1.96976, -1.71231], [-3.13597, 1.33581, -0.16794], [-3.70263, 0.58345, -1.54279], [-1.51252, -1.89149, -1.14518]], "forces_ev_per_angstrom": [[-2.4, -2.4, 0.6], [-0.9, -0.8, -0.3], [1.5, 1.0, 0.7], [-0.1, -0.1, 0.1], [1.1, -0.2, 0.5], [0.6, 0.0, -0.6], [0.1, 0.9, 0.0], [0.8, 0.5, -0.5], [-0.4, 1.2, -0.5], [1.5, -1.3, 1.4], [-3.0, 2.1, -2.3], [0.4, -1.2, 0.6], [4.4, -2.0, 1.4], [-0.2, -0.4, 0.1], [-0.1, 0.8, 0.5], [-0.7, 0.0, -1.0], [-2.7, 2.0, -0.5]]}

=====

3.
{"formula": "C7H6ClO3P", "method": "wB97M-V/def2-TZVPD", "largest_force_ev_per_a": 6.10, "total_charge": -2, "symbols": ["C", "C", "C", "C", "C", "C", "C", "O", "O", "O", "P", "Cl", "H", "H", "H", "H", "H", "H"], "positions_angstrom": [[2.15715, -1.32766, -0.64436], [1.56830, -0.27471, -1.34602], [1.54347, -1.76071, 0.49313], [0.42534, 0.27182, -0.90174], [0.38620, -1.10176, 0.95758], [-0.20433, -0.18176, 0.22792], [-1.52687, 0.33673, 0.72979], [-2.09124, 2.02424, -1.39731], [-2.69987, 2.74302, 0.99679], [-0.25006, 2.50128, 0.25259], [-1.70012, 2.10858, 0.05129], [-1.94755, -0.22808, 2.29528], [3.03973, -1.83028, -1.04707], [1.98893, 0.17153, -2.19242], [2.16441, -2.42960, 1.11204], [-0.19693, 0.94796, -1.36756], [-0.13245, -1.44214, 1.85695], [-2.52411, -0.52843, -0.07688]], "forces_ev_per_angstrom": [[0.3, 0.0, -1.0], [0.5, -0.5, 0.3], [1.0, 0.1, 1.3], [-1.1, -0.3, 0.1], [1.9, -3.7, 1.8], [-1.8, 0.5, 1.0], [-2.5, -2.3, -5.1], [-0.3, -0.7, -0.7], [-0.2, 0.0, -0.1], [0.5, 0.6, 0.3], [-0.6, 1.5, 1.8], [-0.6, 0.4, 1.7], [0.0, 0.2, 0.3], [0.9, 0.2, -1.4], [-0.9, -0.1, -0.1], [-0.3, 1.8, -1.9], [0.7, -0.1, -0.2], [2.6, 2.4, 1.8]]}

=====

The evaluated ΔE to the lowest compared entry with this formula, charge and spin for the records listed, in turn: 228.86, 39.75, 21.08 kcal per mole.
The evaluated Kohn-Sham gap for the records listed, in turn: 0.090, 0.341, 0.203 Ha.
The evaluated energy for the records listed, in turn: -4513.17480, -698.16883, -1297.59574 a.u..